# 1
C6H5NO | ωB97M-V/def2-TZVPD

The geometry in ORCA input format:
```
! wB97M-V def2-TZVPD RIJCOSX def2/J DEFGRID3
* xyz 0 1
C -1.7064 0.2066 -0.0211
C -0.9451 1.2819 -0.0450
C 0.4469 0.7298 -0.1729
N 1.7386 1.1875 -0.0486
C 2.4124 0.1036 -0.0061
O 1.6721 -1.0254 -0.0399
C 0.3245 -0.6104 -0.1154
C -1.0392 -1.1325 -0.0614
H -2.8119 0.2881 0.2938
H -1.1711 2.3118 -0.0102
H 3.5468 -0.0662 0.2087
H -1.1238 -1.5215 0.9426
H -1.3437 -1.7532 -0.9245
*
```

## Properties
- ΔE to the lowest compared entry with this formula, charge and spin (eV) = 0.8005
- E_LUMO (eV) = 0.982
- HOMO-LUMO gap (eV) = 9.53

Charges in e, computed with Löwdin, in the same order as the atoms: C -0.130; C 0.005; C -0.236; N 0.137; C -0.214; O 0.049; C -0.197; C -0.089; H 0.134; H 0.095; H 0.168; H 0.134; H 0.143

---

# 2
C4H12O | ωB97M-V/def2-TZVPD

The geometry in ORCA input format:
```
! wB97M-V def2-TZVPD RIJCOSX def2/J DEFGRID3
* xyz 0 1
C -0.6707 0.9285 -1.7692
C -0.5641 -0.5296 -1.4154
O -1.5685 -1.4705 -1.8732
H -1.6998 1.3192 -1.8514
H -0.2229 0.9918 -2.7774
H -0.3674 1.5930 -0.9440
H 0.3917 -0.8818 -1.7536
H -0.5844 -0.6125 -0.3360
H -2.1404 -1.0166 -2.4965
C 0.2729 -0.3543 2.1805
C 1.5608 0.2330 1.7108
H -0.5571 0.3073 1.9464
H 0.0010 -1.2788 1.6536
H 0.1384 -0.5175 3.2870
H 1.8936 -0.0619 0.6929
H 2.4967 0.0515 2.2448
H 1.6204 1.2992 1.5008
*
```

## Properties
- ΔE to the lowest compared entry with this formula, charge and spin (eV) = 1.1922
- E_LUMO (eV) = 0.978
- HOMO-LUMO gap (eV) = 11.21

Charges in e, computed with Löwdin, in the same order as the atoms: C -0.090; C -0.313; O -0.077; H 0.076; H 0.084; H 0.078; H 0.100; H 0.069; H 0.068; C -0.184; C -0.194; H 0.056; H 0.061; H 0.083; H 0.065; H 0.061; H 0.058

---

# 3
C20H35B3F9O14PS | ωB97M-V/def2-TZVPD

The geometry in ORCA input format:
```
! wB97M-V def2-TZVPD RIJCOSX def2/J DEFGRID3
* xyz 0 1
O -0.9927 -3.0139 9.9974
P -0.5516 -4.4307 9.9272
B 0.6010 -4.6229 8.3817
O 0.3970 -5.5654 7.3903
B 1.6514 -5.7873 6.8211
O 2.1996 -4.7109 6.1074
B 2.0475 -3.6365 6.9038
S 2.2205 -1.8441 6.2678
O 3.0546 -1.1405 7.1880
O 2.7647 -1.9167 4.9461
C 0.4898 -1.1712 6.2786
F -0.2972 -1.9008 5.5141
F 0.0567 -1.3596 7.5190
C 0.3517 0.3507 5.9957
F -0.8889 0.6629 6.3692
F 1.1374 1.0410 6.7860
C 0.4884 0.7676 4.4901
F 0.8503 -0.2287 3.6995
F -0.7061 1.1721 4.0613
C 1.4541 1.9609 4.2317
F 1.5566 2.0701 2.9150
F 2.6527 1.7621 4.6842
F 0.9473 3.0726 4.6630
O 1.7149 -3.8088 8.2356
H -1.6389 -5.3265 9.7603
H 0.1671 -4.8083 11.0887
H 2.2278 -6.8081 6.9743
O 3.1714 5.1387 -2.1993
C 2.1974 4.7419 -1.6181
O 2.3404 4.0284 -0.4882
C 1.2499 3.6415 0.3583
C 0.5705 2.3861 -0.1444
C 0.8102 4.9650 -2.1798
H 0.5538 4.4722 0.4955
H 1.6880 3.4412 1.3310
H 0.1297 2.5255 -1.1313
H -0.2185 2.0805 0.5431
H 1.2915 1.5747 -0.2330
H 0.6226 4.2269 -2.9589
H 0.7765 5.9616 -2.6158
H 0.0151 4.9181 -1.4395
O -0.6006 -0.2645 -0.8614
C -1.5602 -0.6582 -0.2558
O -1.3818 -1.3529 0.8858
C -2.4447 -1.7359 1.7610
C -3.1230 -3.0076 1.2954
C -2.9585 -0.4581 -0.7922
H -3.1470 -0.9118 1.8989
H -1.9760 -1.9091 2.7297
H -3.5857 -2.8826 0.3164
H -3.8948 -3.3111 2.0040
H -2.3928 -3.8125 1.2036
H -3.1530 -1.2086 -1.5572
H -3.0151 0.5308 -1.2427
H -3.7400 -0.5008 -0.0371
O -5.4246 2.0463 -3.7205
C -4.5464 1.7101 -4.4695
O -3.8392 0.5989 -4.2066
C -2.8763 0.0229 -5.1004
C -1.5295 0.7040 -4.9793
C -4.1689 2.5598 -5.6622
H -3.2557 0.0166 -6.1242
H -2.7836 -1.0203 -4.7980
H -1.5834 1.7573 -5.2507
H -0.7984 0.2260 -5.6196
H -1.1768 0.6566 -3.9467
H -3.5393 3.3819 -5.3248
H -5.0825 2.9634 -6.0945
H -3.6584 2.0170 -6.4541
O 0.7274 1.4198 -6.6558
C 1.6302 0.7181 -7.0264
O 2.1506 -0.1879 -6.1806
C 3.1206 -1.1707 -6.5554
C 4.5251 -0.6045 -6.5389
C 2.2426 0.8901 -8.3983
H 2.8607 -1.6233 -7.5142
H 3.0393 -1.9592 -5.8085
H 4.6423 0.2063 -7.2582
H 5.2531 -1.3813 -6.7752
H 4.7547 -0.1942 -5.5552
H 2.9333 1.7318 -8.3727
H 1.4423 1.1064 -9.1033
H 2.7604 0.0095 -8.7711
*
```

## Properties
- ΔE to the lowest compared entry with this formula, charge and spin (eV) = 0.0000
- E_LUMO (eV) = -0.839
- HOMO-LUMO gap (eV) = 8.89

Charges in e, computed with Löwdin, in the same order as the atoms: O -0.453; P 0.759; B -0.577; O 0.239; B -0.251; O 0.310; B -0.538; S 0.814; O -0.247; O -0.259; C -0.502; F 0.165; F 0.147; C -0.394; F 0.174; F 0.197; C -0.360; F 0.179; F 0.169; C -0.620; F 0.173; F 0.233; F 0.231; O 0.254; H 0.014; H 0.013; H 0.136; O 0.099; C -0.531; O 0.006; C -0.230; C -0.073; C 0.010; H 0.117; H 0.097; H 0.069; H 0.076; H 0.089; H 0.094; H 0.089; H 0.066; O 0.094; C -0.519; O -0.002; C -0.237; C -0.064; C 0.022; H 0.116; H 0.114; H 0.068; H 0.082; H 0.084; H 0.097; H 0.091; H 0.071; O 0.096; C -0.534; O -0.015; C -0.224; C -0.059; C 0.011; H 0.114; H 0.119; H 0.069; H 0.056; H 0.085; H 0.096; H 0.090; H 0.068; O 0.089; C -0.516; O 0.005; C -0.233; C -0.064; C 0.014; H 0.114; H 0.123; H 0.067; H 0.082; H 0.087; H 0.098; H 0.091; H 0.068

---

# 4
C10H36N12O8 | ωB97M-V/def2-TZVPD

The geometry in ORCA input format:
```
! wB97M-V def2-TZVPD RIJCOSX def2/J DEFGRID3
* xyz 0 1
N -1.2336 -4.1026 -2.6495
C -1.4279 -4.5601 -1.3671
N -0.8183 -5.7762 -1.1160
O -2.1264 -4.0266 -0.4914
H -1.4045 -3.0921 -2.6865
H -0.5736 -4.5273 -3.2713
H -0.7551 -6.0677 -0.1482
H -0.2530 -6.2110 -1.8195
N 1.6656 2.6963 0.9232
C 2.9722 2.7476 0.5431
N 3.5623 3.9682 0.5155
O 3.6007 1.6949 0.3891
H 1.2306 1.8051 0.9428
H 1.2228 3.5152 1.3162
H 3.1159 4.8571 0.4654
H 4.5724 3.8935 0.6445
N 0.5693 -2.2801 2.2098
C 0.4072 -1.1780 2.9152
N 1.0757 -1.1429 4.1076
O -0.2105 -0.2053 2.4801
H 0.2699 -2.1354 1.2555
H 1.4569 -2.7524 2.2226
H 0.7996 -0.3585 4.6613
H 1.2536 -2.0094 4.5862
N -6.2872 -3.4274 -2.1251
C -5.3119 -2.9182 -1.3224
N -5.5030 -3.2764 -0.0512
O -4.4167 -2.1925 -1.6973
H -7.1761 -3.8074 -1.8216
H -6.2097 -3.0515 -3.0556
H -4.7369 -3.1085 0.6050
H -5.9238 -4.1370 0.1281
N -2.8166 -0.4283 0.8770
C -3.6412 0.6717 0.6735
N -4.7775 0.5464 -0.0514
O -3.2961 1.6931 1.2886
H -1.8928 -0.2837 1.2747
H -2.9380 -1.3330 0.4075
H -5.5204 1.2227 0.0642
H -5.0721 -0.2820 -0.5176
N -1.0976 2.9531 3.0104
C -1.0395 4.3189 2.9772
N -2.2188 4.9988 2.9265
O 0.0144 4.9497 2.9175
H -1.8215 2.4577 2.4859
H -0.1258 2.6349 2.8543
H -2.2724 5.9306 2.7522
H -3.0609 4.4562 2.7541
C 5.9733 1.7158 -2.7516
C 6.8050 1.9163 -1.4396
O 6.3045 0.8773 -0.5276
H 6.5113 1.0138 -3.3840
H 6.1794 2.6110 -3.3760
H 4.8811 1.5015 -2.7349
H 6.6321 2.9062 -0.9377
H 7.8714 1.8016 -1.7089
H 5.5529 1.2879 -0.1354
C 1.5040 0.8297 -2.4575
C 1.4843 -0.5052 -1.6381
O 0.1838 -0.7559 -1.1396
H 1.2170 1.6419 -1.7561
H 0.7643 0.6667 -3.1805
H 2.5251 0.9356 -2.8443
H 2.2740 -0.5206 -0.8558
H 1.6883 -1.3662 -2.2822
H -0.1816 0.1021 -0.8338
*
```

## Properties
- ΔE to the lowest compared entry with this formula, charge and spin (eV) = 1.1163
- E_LUMO (eV) = 0.523
- HOMO-LUMO gap (eV) = 9.78

Charges in e, computed with Löwdin, in the same order as the atoms: N 0.153; C -0.646; N 0.132; O -0.006; H 0.116; H 0.088; H 0.103; H 0.083; N 0.180; C -0.652; N 0.166; O 0.004; H 0.079; H 0.076; H 0.099; H 0.113; N 0.174; C -0.684; N 0.161; O 0.004; H 0.098; H 0.111; H 0.100; H 0.099; N 0.148; C -0.722; N 0.165; O 0.027; H 0.106; H 0.102; H 0.115; H 0.079; N 0.166; C -0.630; N 0.175; O -0.032; H 0.049; H 0.080; H 0.110; H 0.059; N 0.159; C -0.677; N 0.168; O -0.014; H 0.057; H 0.084; H 0.059; H 0.105; C -0.094; C -0.259; O -0.113; H 0.056; H 0.065; H 0.063; H 0.103; H 0.106; H -0.005; C -0.056; C -0.317; O -0.113; H 0.071; H 0.049; H 0.065; H 0.105; H 0.103; H 0.083

---

# 5
C8H24N4O3OsP2Se3Te | ωB97M-V/def2-TZVPD

The geometry in ORCA input format:
```
! wB97M-V def2-TZVPD RIJCOSX def2/J DEFGRID3
* xyz 2 5
Os 2.2675 -1.5048 0.8872
Se 4.2588 -2.2702 -0.0694
Se 5.9551 -2.1349 1.5497
Te 4.8399 -3.1291 3.5117
Se 2.4339 -2.6573 2.9659
C -3.1553 -0.1490 -0.1546
N -2.1293 -1.1979 -0.1673
C -2.5746 -2.5165 -0.6522
P -0.7173 -0.9813 0.5583
O 0.2583 -2.0969 0.2187
O -0.2098 0.4524 0.0595
P 1.0431 0.9069 -0.8659
O 2.2746 0.1427 -0.3732
N 1.1404 2.4867 -0.6310
C -0.0331 3.3270 -0.3576
C 2.4460 3.1216 -0.3779
N 0.7398 0.5353 -2.4000
C -0.1253 1.3918 -3.2247
C 0.8289 -0.8585 -2.8602
N -0.6756 -0.7513 2.1805
C -1.1463 0.5075 2.7852
C -1.0585 -1.9373 2.9750
H -4.0004 -0.4415 0.4694
H -3.5164 0.0173 -1.1694
H -2.7520 0.7888 0.2243
H -3.3947 -2.8918 -0.0403
H -1.7565 -3.2304 -0.6291
H -2.9240 -2.4200 -1.6798
H -0.9567 2.8112 -0.6104
H 0.0275 4.2337 -0.9585
H -0.0637 3.6092 0.6964
H 3.2580 2.4906 -0.7292
H 2.5771 3.3172 0.6872
H 2.4895 4.0655 -0.9185
H -0.0270 2.4324 -2.9282
H -1.1721 1.0861 -3.1546
H 0.1955 1.3066 -4.2613
H 1.5788 -1.4016 -2.2927
H 1.1329 -0.8552 -3.9056
H -0.1316 -1.3728 -2.7737
H -0.8824 1.3559 2.1619
H -0.6638 0.6276 3.7534
H -2.2276 0.4931 2.9405
H -0.7359 -2.8537 2.4825
H -2.1393 -1.9790 3.1284
H -0.5764 -1.8762 3.9495
*
```

## Properties
- E_LUMO (alpha / beta) (eV) = -7.275 / -8.853
- <S²> = 6.032
- HOMO-LUMO gap (alpha / beta) (eV) = 6.92 / 6.04

Charges in e, computed with Löwdin, in the same order as the atoms: Os 0.791; Se 0.171; Se 0.036; Te 0.655; Se -0.008; C -0.054; N -0.283; C -0.050; P 0.449; O -0.414; O -0.267; P 0.520; O -0.480; N -0.290; C -0.066; C -0.045; N -0.275; C -0.048; C -0.056; N -0.303; C -0.061; C -0.100; H 0.101; H 0.099; H 0.074; H 0.098; H 0.082; H 0.097; H 0.078; H 0.102; H 0.097; H 0.085; H 0.098; H 0.100; H 0.079; H 0.095; H 0.102; H 0.065; H 0.104; H 0.092; H 0.072; H 0.101; H 0.099; H 0.073; H 0.101; H 0.085

---

# 6
C29H35N7P2Tc | ωB97M-V/def2-TZVPD

The geometry in ORCA input format:
```
! wB97M-V def2-TZVPD RIJCOSX def2/J DEFGRID3
* xyz 2 4
Tc -0.8488 -0.7286 -0.3894
C -1.9687 0.9876 -1.8513
C -1.5237 1.9396 -0.9691
C -2.3627 2.3559 0.2082
C -3.1557 1.1604 0.7414
C -2.5185 -0.1966 0.4889
C -2.7720 -1.1875 -0.5752
C -3.5898 -0.8536 -1.8114
C -3.3873 0.5980 -2.2308
C -0.5112 -2.7488 0.1153
H -1.3811 0.8104 -2.7495
H -0.8937 2.7917 -1.3232
H -3.0659 3.1661 -0.0651
H -1.7580 2.7975 1.0052
H -3.2232 1.2626 1.8377
H -4.1858 1.1823 0.3702
H -2.5543 -0.6877 1.4618
H -3.1080 -2.1523 -0.1907
H -4.6500 -1.0502 -1.6393
H -3.2978 -1.5319 -2.6182
H -3.4681 0.6547 -3.3257
H -4.1937 1.2486 -1.8592
H -0.5296 -3.1832 -0.9034
H -1.2196 -3.3535 0.7068
H 0.4958 -3.0175 0.4817
P 0.2033 -0.2817 1.8433
P 0.9061 1.2768 -1.1260
N -1.1012 -0.9935 3.2448
N 1.5867 -0.8005 2.7917
N 0.6570 0.7703 -3.3205
N 2.5206 1.6540 -1.7542
C 0.5416 1.5272 1.8060
C 1.1616 2.1180 0.4960
C -2.0155 -1.9780 2.8597
C -2.9143 -2.2563 3.8840
C -2.4256 -1.5733 5.0282
C -1.3353 -0.7869 4.6008
C 1.5177 -2.0818 3.3707
C 2.1978 -2.0798 4.5674
C 2.7931 -0.7812 4.7218
C 2.4548 -0.0426 3.6047
C -0.1029 -0.2893 -3.7726
C -0.3526 -0.1538 -5.1498
C 0.3427 1.0114 -5.5801
C 0.9606 1.5354 -4.4220
C 2.8592 2.9761 -2.0769
C 4.2044 3.0456 -2.3781
C 4.7136 1.7090 -2.3470
C 3.6730 0.8718 -1.9545
H 1.2267 1.7998 2.6175
H -0.4093 2.0359 2.0189
H 0.7989 3.1536 0.3484
H 2.2615 2.1719 0.5546
H -2.0207 -2.4422 1.8946
H -3.8343 -2.8142 3.7501
H -2.8408 -1.6416 6.0238
H -0.7352 -0.1096 5.1885
H 0.9668 -2.8678 2.8720
H 2.2123 -2.8886 5.2895
H 3.3564 -0.4358 5.5817
H 2.7838 0.9495 3.3124
H -0.4967 -1.0639 -3.1256
H -0.9918 -0.8109 -5.7254
H 0.3581 1.4494 -6.5576
H 1.5925 2.4135 -4.3539
H 2.0929 3.7396 -2.0389
H 4.7590 3.9628 -2.5643
H 5.7275 1.4107 -2.5942
H 3.6645 -0.1876 -1.7740
N 1.2241 -1.2643 -1.0645
C 2.2194 -1.9164 -1.0239
N 3.4246 -2.2397 -1.2661
C 4.2315 -3.1556 -0.7916
N 5.0530 -3.9095 -0.4250
*
```

## Properties
- ΔE to the lowest compared entry with this formula, charge and spin (eV) = 5.7308
- E_LUMO (alpha / beta) (eV) = -7.563 / -9.163
- <S²> = 4.014
- HOMO-LUMO gap (alpha / beta) (eV) = 5.63 / 3.99

Charges in e, computed with Löwdin, in the same order as the atoms: Tc 1.099; C -0.206; C -0.192; C -0.160; C -0.156; C -0.417; C -0.333; C -0.169; C -0.139; C -0.252; H 0.051; H 0.120; H 0.152; H 0.092; H 0.121; H 0.126; H 0.038; H 0.114; H 0.129; H 0.116; H 0.131; H 0.127; H 0.036; H 0.013; H 0.005; P 1.177; P 1.086; N -0.098; N -0.241; N -0.038; N -0.297; C -0.343; C -0.358; C -0.091; C 0.031; C 0.037; C 0.015; C -0.155; C -0.044; C -0.037; C -0.116; C -0.185; C 0.028; C 0.028; C -0.081; C -0.179; C -0.065; C -0.052; C -0.096; H 0.066; H 0.066; H 0.097; H 0.092; H 0.068; H 0.136; H 0.131; H 0.144; H 0.106; H 0.117; H 0.118; H 0.110; H 0.089; H 0.130; H 0.120; H 0.112; H 0.110; H 0.113; H 0.111; H 0.063; N -0.076; C -0.302; N 0.102; C -0.341; N 0.146